# 1
Computed, not measured: a single H2O molecule at a distorted geometry, with ωB97M-V with the def2-TZVPD basis set.

Results
Frontier orbital gap: 12.9498 eV
Molecular weight: 18.02 g/mol
LUMO level: 1.1 eV
HOMO energy: -11.87 eV
Structure (SMILES): O

```
3
Properties=species:S:1:pos:R:3:lowdin_charge:R:1
O 0.00000 0.12788 0.00000 0.0351
H 0.62792 -0.46903 0.00000 -0.0545
H -0.62792 -0.55398 0.00000 0.0194
```


# 2
Computed, not measured: a molecular structure, C2F3Mg2NO4S2 at a distorted geometry, with ωB97M-V with the def2-TZVPD basis set.

Results
Frontier orbital gap (spin up / spin down): 7.0884 / 7.2578 eV
Molecular weight: 271.76 g/mol
2S+1: 2
LUMO level (spin up / spin down): -5.8 / -5.8 eV
HOMO energy (spin up / spin down): -12.94 / -13.10 eV
Total charge: +1

```
14
Properties=species:S:1:pos:R:3:mulliken_spin:R:1
S 0.80360 0.10405 0.57624 -0.0319
S -0.64752 0.50163 -1.85086 0.0082
Mg -1.34516 -1.65607 -0.67315 -0.0299
Mg -1.82366 1.98474 -0.06962 -0.0526
F 3.03028 1.06906 -0.40655 0.0003
F 2.40095 -0.77510 -1.33461 0.0006
F 3.25971 -0.80280 0.64217 0.0000
O 0.25720 -1.29932 0.46898 0.0049
O 1.04201 0.60008 1.92113 0.0041
O -3.04703 -1.35995 0.67152 0.1753
O -3.56052 0.76744 0.04719 0.1682
N 0.00968 1.14018 -0.30498 0.0197
C 2.49782 -0.11907 -0.19231 0.0046
C -2.87735 -0.15488 0.50485 0.7284
```


# 3
Computed, not measured: a molecular structure, C42H34Cl2CuF12N8O20S4 at a distorted geometry, with ωB97M-V with the def2-TZVPD basis set.

Results
Frontier orbital gap (spin up / spin down): 6.2623 / 2.9041 eV
Molecular weight: 1461.47 g/mol
2S+1: 2
LUMO level (spin up / spin down): -3.6 / -7.0 eV
HOMO energy (spin up / spin down): -9.88 / -9.88 eV

```
123
Properties=species:S:1:pos:R:3:mulliken_spin:R:1
Cu 2.43519 2.01589 2.85792 -0.0022
Cl -5.03804 -5.02230 4.96958 0.0000
Cl -4.51534 -4.44741 1.44023 0.0000
S 1.33915 0.63057 -1.06719 -0.0235
S 3.28039 6.03235 4.53801 0.0000
S 0.93403 5.90327 3.39064 0.0001
S 0.92941 -1.41344 0.72239 -0.0328
F 0.91720 6.37060 0.60116 0.0000
F 1.85897 6.92780 6.69381 0.0000
F 3.44880 -1.42117 1.70907 0.0042
F -1.33670 -0.19495 -0.82580 0.0018
F -0.90911 1.13928 -2.60260 0.0017
F 0.85501 8.13381 1.88520 0.0000
F 3.12412 -2.58468 -0.20605 0.0110
F 2.52224 -3.44707 1.69607 0.0163
F 2.76485 7.09458 1.67826 0.0000
F -1.03455 2.01352 -0.62661 0.0011
F 1.95466 4.81688 6.46070 0.0000
F 3.66004 5.71156 7.27418 0.0000
O 8.92995 -2.24035 -7.21144 0.0000
O 1.93227 1.93790 -1.17043 0.0063
O 9.10355 -5.39210 5.99148 0.0000
O -9.78510 0.95619 1.93877 0.0000
O 1.90233 -0.39686 -1.96837 0.0844
O -0.37364 -5.94162 -2.67417 0.0000
O -7.61738 7.35478 -5.74701 0.0000
O -8.62757 2.24481 3.18440 0.0000
O -0.05223 4.93563 2.95025 -0.0001
O 3.23763 7.47374 4.24447 0.0001
O -0.35709 1.07060 5.23647 0.0007
O 0.33929 -2.04260 -0.45052 0.0278
O 7.29526 -4.93836 4.94591 0.0000
O 4.64433 5.46784 4.61767 0.0000
O -0.35762 -0.10822 6.96436 0.0000
O -2.51081 -6.35062 -2.54905 0.0000
O -6.15847 7.92746 -4.38313 0.0000
O 0.53740 6.83691 4.45966 0.0000
O 0.14705 -1.62272 1.91800 0.0561
O 7.08230 -1.26468 -7.27294 0.0000
N 8.51484 -4.96251 5.02218 0.0000
N 1.47175 0.14745 0.59153 0.7909
N -1.53318 -5.73365 -3.00776 0.0000
N -8.85858 1.72391 2.11107 0.0000
N 2.30365 4.96686 3.78714 0.0000
N 7.74883 -2.21535 -7.09316 0.0000
N -0.92420 0.60732 6.21623 0.0000
N -6.56716 7.16048 -5.23424 0.0000
C -3.56389 4.92950 -5.72866 0.0000
C -0.96591 -2.53613 -4.84984 -0.0001
C -2.32761 1.02247 6.46634 0.0000
C 7.17431 -4.59862 -7.05504 0.0000
C -0.62968 0.90949 -1.29880 -0.0014
C 5.13213 -5.25397 -5.73829 0.0000
C -6.82796 1.49152 -1.10098 0.0000
C -4.28979 2.23901 6.08340 0.0000
C -0.77180 -3.67984 -4.17184 0.0001
C -3.00395 1.95999 5.75702 0.0000
C 11.14344 -4.01669 1.81465 0.0000
C 11.34071 -5.05438 2.65206 0.0000
C 9.31374 -4.68117 3.81831 0.0000
C -3.96991 3.92999 -6.60570 0.0000
C 2.67188 -2.28430 1.00964 0.0575
C 10.50066 -5.36682 3.68771 0.0000
C -7.35976 3.33686 0.96331 0.0000
C 1.40934 6.94497 1.74349 0.0000
C 9.06305 -3.64591 2.90490 0.0000
C -4.30805 0.58964 7.81308 0.0000
C -4.50231 5.77341 -5.16546 0.0000
C -2.94946 0.35915 7.52816 0.0000
C -6.50543 3.67744 -0.13797 0.0000
C 5.21673 -3.97397 -5.13969 0.0000
C 2.66441 5.89583 6.42684 0.0000
C -5.72864 5.99364 -5.63862 0.0000
C -4.98833 1.52200 7.09190 0.0000
C 7.08748 -3.33988 -6.50266 0.0000
C -5.32984 3.96372 -7.01820 0.0000
C -3.39701 -2.88520 -4.73424 0.0000
C -7.77560 1.18778 -0.11048 0.0000
C -3.11589 -4.02749 -4.04613 0.0000
C 6.24866 -3.06474 -5.44460 0.0000
C -1.78042 -4.46683 -3.73278 0.0000
C 6.17931 -5.55580 -6.66047 0.0000
C -3.62033 -5.43032 2.50373 0.0000
C -8.03181 2.10333 0.91812 0.0000
C 9.93550 -3.37164 1.86673 0.0000
C -6.20408 2.76436 -1.07347 0.0000
C -2.28491 -2.19909 -5.13055 0.0000
C -6.17830 5.03422 -6.58599 0.0000
C -3.56791 -4.79252 3.92439 0.0000
H -5.55458 2.96743 -1.91211 0.0000
H -4.41183 -2.56573 -4.91991 0.0000
H -4.78695 3.06597 5.59825 0.0000
H -3.34083 3.13614 -6.98049 0.0000
H -4.92197 0.05400 8.52201 0.0000
H -2.52813 2.59134 5.02123 0.0000
H -2.52959 4.97065 -5.42056 0.0000
H 9.62733 -2.71075 1.07009 0.0000
H -4.30078 6.39899 -4.30847 0.0000
H -7.21246 5.14218 -6.87796 0.0000
H 8.02182 -4.87605 -7.66427 0.0000
H -2.57088 -0.58586 7.88877 0.0000
H -2.63209 -5.63570 2.09227 0.0000
H -3.95731 -4.62397 -3.72575 0.0000
H 8.12094 -3.11858 2.93268 0.0000
H 4.31822 -5.95140 -5.60589 0.0000
H 4.51746 -3.60636 -4.40331 0.0000
H 12.30969 -5.52650 2.71971 0.0000
H -6.01054 1.73693 7.36627 0.0000
H -8.45701 0.35544 -0.20690 0.0000
H 6.25021 -2.06319 -5.04049 0.0000
H 10.77740 -6.14958 4.37844 0.0000
H 6.09204 -6.46649 -7.23442 0.0000
H -6.65878 0.77299 -1.88933 0.0000
H -5.75976 3.24248 -7.69744 0.0000
H 11.89477 -3.83454 1.06052 0.0000
H -3.39606 -3.71627 3.90869 0.0000
H -7.58334 4.01863 1.77053 0.0000
H -0.13754 -1.97952 -5.26262 0.0000
H -5.91294 4.57244 -0.01817 0.0000
H -4.13697 -6.37974 2.64440 0.0000
H 0.23697 -3.99306 -3.94669 0.0000
H -2.37266 -1.26218 -5.66055 0.0000
H -2.75436 -5.24448 4.49182 0.0000
```


# 4
Computed, not measured: 2 unconnected molecules or ions with the total composition C5H11N at a distorted geometry, with ωB97M-V with the def2-TZVPD basis set.

Results
Frontier orbital gap: 8.5879 eV
Molecular weight: 85.15 g/mol
LUMO level: 0.6 eV
HOMO energy: -7.99 eV
Structure (SMILES): CC(C)=N.C=C

```
17
Properties=species:S:1:pos:R:3:lowdin_charge:R:1
N 1.32604 -0.30429 -0.47150 0.0573
C 0.13800 -0.78576 -0.10377 -0.5340
C 0.13378 2.72455 -0.16209 -0.0626
C 0.46084 1.56980 0.45311 -0.1290
C 0.08855 -1.49357 1.22420 -0.0556
C -0.89049 -1.25093 -1.10582 -0.0446
H -0.54795 2.77195 -0.99657 0.0351
H 0.44064 3.66514 0.26960 0.0352
H 1.08487 1.55236 1.33431 0.0732
H 0.83618 -1.07840 1.89576 0.0807
H -0.89890 -1.40563 1.67770 0.0810
H -1.89095 -1.27796 -0.67430 0.0775
H -0.88783 -0.62753 -1.99847 0.0796
H 0.30236 -2.55256 1.06686 0.0911
H -0.36561 0.76759 0.41786 0.0696
H 1.32467 0.00531 -1.44163 0.0548
H -0.65420 -2.28009 -1.38526 0.0906
```


# 5
Computed, not measured: a molecular structure, C40H31ClF4N6PSeW at a distorted geometry, with ωB97M-V with the def2-TZVPD basis set.

Results
Frontier orbital gap (spin up / spin down): 6.9255 / 6.5879 eV
Molecular weight: 1000.95 g/mol
2S+1: 3
LUMO level (spin up / spin down): -9.3 / -9.8 eV
HOMO energy (spin up / spin down): -16.18 / -16.35 eV
Total charge: +3

```
85
Properties=species:S:1:pos:R:3:mulliken_spin:R:1
W -2.42993 -19.43716 3.54142 1.5994
Se -4.66651 -13.22166 7.57294 -0.0002
Cl -1.12425 -20.02010 1.42812 0.0194
P 0.53079 -18.71853 3.78726 0.1037
F -5.10279 -18.06846 -0.36886 0.0002
F -5.08464 -23.07607 1.59953 0.0003
F -3.72717 -18.58763 1.77511 0.0201
F -6.35757 -22.62282 -0.63061 -0.0001
N -3.60469 -20.91018 2.95279 0.0888
N -3.96541 -13.41582 5.97252 0.0001
N -2.39310 -17.24471 3.48813 0.0742
N -1.85049 -21.10868 4.85228 -0.1315
N -4.85018 -14.94007 7.79725 -0.0021
N -3.88306 -18.78007 5.00391 0.0701
C 3.60242 -19.47880 7.19268 -0.0009
C 1.84585 -20.30002 5.73938 -0.0039
C -5.08110 -21.82627 1.10227 -0.0061
C -4.82058 -19.56224 5.60213 0.0490
C -3.82320 -22.16525 3.73155 0.0181
C -5.79000 -21.58933 -0.04867 0.0027
C 2.74060 -20.49211 6.78125 -0.0004
C -3.23021 -15.24656 4.53006 0.0001
C -4.56372 -16.97780 6.45061 -0.0071
C -1.95485 -16.52623 2.43862 0.0067
C -3.05681 -16.61293 4.47494 0.0302
C -5.60654 -19.10852 6.65012 -0.0084
C -0.83988 -21.94959 4.18148 0.0406
C -1.40727 -20.67522 6.20369 0.0617
C 2.74882 -19.51488 2.28042 -0.0014
C 3.32686 -20.16185 1.21278 0.0000
C 1.33008 -19.51544 2.39389 0.0015
C 0.69392 -16.94481 3.48024 -0.0178
C 1.33798 -16.42982 2.35292 0.0009
C -5.83556 -20.34207 -0.61371 -0.0009
C 0.33052 -16.07370 4.51200 0.0055
C -4.34591 -20.81679 1.72909 -0.0183
C -3.82149 -17.48591 5.37520 -0.0087
C -5.44390 -17.81373 7.12293 0.0282
C -5.14650 -19.34447 0.02060 0.0017
C 3.57990 -18.27021 6.50940 -0.0001
C -3.08637 -21.99595 5.04130 0.0132
C 1.21546 -20.78981 0.28193 -0.0028
C -3.88989 -14.68950 5.71304 -0.0006
C -4.41416 -19.60705 1.12744 0.0139
C 1.73148 -19.04287 5.14343 -0.0159
C 1.51608 -15.06628 2.23021 0.0009
C 1.06744 -14.19948 3.21906 -0.0013
C 0.64003 -20.13555 1.37543 -0.0064
C 2.65326 -18.05600 5.48880 -0.0013
C -2.74422 -14.49958 3.44047 0.0094
C 2.58849 -20.80008 0.23050 0.0005
C 0.53335 -14.71388 4.38543 0.0036
C -4.41840 -15.55552 6.73676 0.0025
C -2.09843 -15.14970 2.39618 -0.0076
H -1.73876 -14.60722 1.53973 0.0008
H -6.37110 -20.10488 -1.53730 0.0005
H 0.30546 -14.02915 5.19899 0.0003
H 4.42740 -20.23662 1.16512 0.0000
H -0.15921 -16.45451 5.40804 -0.0020
H -2.76446 -22.95155 5.46535 0.0015
H -2.83236 -13.40127 3.43016 -0.0012
H 4.25375 -17.47721 6.76557 -0.0001
H -0.45154 -20.13776 6.14153 -0.0121
H 4.24733 -19.64310 8.04070 -0.0001
H -0.01244 -21.35067 3.86391 -0.0102
H -3.48908 -23.02542 3.13576 -0.0044
H 2.61628 -17.06421 5.07512 -0.0011
H -0.51431 -22.68344 4.89778 0.0044
H -3.70789 -21.56027 5.83064 0.0008
H -1.29226 -22.46847 3.32311 -0.0060
H 1.64610 -17.09251 1.53897 0.0000
H -1.30411 -21.56679 6.82956 0.0029
H -1.46312 -17.04937 1.62486 0.0022
H 2.78128 -21.46356 7.28881 -0.0001
H 2.04923 -14.66255 1.37496 -0.0001
H -5.01378 -20.50140 5.10220 0.0112
H -6.34471 -19.78134 7.08557 0.0007
H -5.99368 -17.45445 7.97040 -0.0007
H 1.26799 -21.15126 5.42355 -0.0001
H 3.39258 -19.09179 3.07762 -0.0002
H 3.09880 -21.33415 -0.55218 -0.0002
H 0.62540 -21.22614 -0.50145 0.0012
H 1.25829 -13.15010 3.07860 -0.0001
H -4.89164 -22.27153 3.89777 -0.0003
H -2.18360 -20.04349 6.64202 -0.0108
```


# 6
Computed, not measured: 2 unconnected molecules or ions with the total composition C2H6NO2 at a distorted geometry, with ωB97M-V with the def2-TZVPD basis set.

Results
Frontier orbital gap: 10.6795 eV
Molecular weight: 76.07 g/mol
LUMO level: -5.2 eV
HOMO energy: -15.87 eV
Total charge: +1

```
11
Properties=species:S:1:pos:R:3:lowdin_charge:R:1
O -1.46309 -0.07261 -0.73129 0.0717
O 0.09879 -1.49791 -0.95513 0.0572
N 1.38103 0.45726 0.40313 0.2146
C 0.83614 1.06991 1.40042 0.1798
C -1.04616 -1.26910 -1.22152 -0.2803
H 2.31173 0.57906 0.22421 0.1077
H -1.83403 -1.96149 -1.71224 0.1912
H -0.23581 0.92677 1.52128 0.1099
H -2.36305 0.21837 -0.71772 0.1124
H 1.32513 1.81036 2.05660 0.1351
H 0.98932 -0.26062 -0.26774 0.1007
```


Respective energy above the lowest of the compared OMol25 structures with the same formula, charge and spin values: 0.5791; 0.0341; 10.6599; 3.7020; 0.0000; 1.1973 eV.